This record from OMol25 describes a structure of composition C40H46BrFeN3O3PSTe at a distorted geometry. The level of theory is the ωB97M-V functional and the def2-TZVPD basis.

Last column: Löwdin charge in e.
Atoms and positions in Å:
H -1.432 -5.845 -3.673  0.093
C -3.210 -0.181 -2.738  -0.091
H -5.218 0.309 1.295  0.110
H -2.186 -4.385 3.633  0.108
H 2.162 -0.221 1.807  0.058
H -2.344 0.235 -2.240  0.038
H 1.354 1.966 3.249  0.112
H 4.228 -1.804 -1.000  0.056
C -3.419 0.966 0.330  -0.030
H 5.031 2.379 1.222  0.072
Fe 0.519 2.135 -0.007  0.456
C 3.727 -1.703 -0.050  -0.109
H 5.231 1.239 -2.190  0.064
C -2.099 1.333 0.535  -0.330
H -3.588 0.595 -3.428  0.094
C -3.635 0.441 2.700  -0.216
H 5.331 6.456 3.797  0.096
Te -1.668 -2.380 -0.744  0.974
H -4.884 -2.772 -6.717  0.081
O 5.305 5.946 4.605  0.115
H -3.494 -2.179 -7.608  0.068
C 2.497 0.599 -2.723  -0.505
C 3.983 1.568 -0.446  -0.556
C 2.391 -1.015 -0.150  -0.555
N -4.581 0.250 3.749  0.079
H 1.813 -1.564 -0.885  0.071
C -2.447 -3.813 -4.875  -0.014
H -2.304 -4.676 -5.521  0.109
H 0.373 0.253 -2.807  0.075
O 4.100 4.406 5.633  0.123
C 3.436 4.854 3.399  -0.131
C -3.286 -1.573 -4.756  -0.041
C -2.865 -1.484 -3.437  -0.326
C 1.682 -0.986 1.186  -0.140
H 3.588 -2.738 0.296  0.094
H -2.264 0.489 5.108  0.109
C 4.048 4.984 2.139  -0.061
H 3.716 2.560 -0.810  0.080
H 4.385 -1.227 0.629  0.050
C -1.493 1.162 1.841  -0.163
H 3.404 1.959 1.641  0.077
P 2.418 0.669 -0.853  1.060
H 3.191 1.422 -2.911  0.098
C 1.331 4.374 2.270  -0.129
H 0.113 1.088 5.368  0.111
H 1.017 0.758 -4.356  0.068
C -3.418 -2.604 3.793  -0.047
H 1.604 4.496 4.426  0.126
C -5.059 -3.783 1.907  -0.115
C -1.641 0.724 4.256  0.027
C -2.267 0.745 2.936  -0.082
H -3.698 -3.894 -7.244  0.062
H 3.849 4.957 0.054  0.103
C -4.587 -2.036 3.505  -0.312
C 1.969 4.511 1.021  -0.662
C 3.331 4.821 0.990  -0.149
C -2.208 -2.547 -2.823  -0.517
C 2.918 -0.749 -3.265  -0.107
C 5.230 1.100 -1.129  -0.109
H -6.449 -2.199 2.442  0.128
C 1.110 0.920 -3.305  -0.116
C -0.321 1.113 4.375  -0.026
N -0.227 1.599 2.029  0.041
H 0.621 -0.616 1.127  0.046
N -5.016 -0.828 4.082  0.080
H 5.461 0.047 -0.899  0.076
C -3.122 -2.718 -5.493  -0.240
C 0.321 1.569 3.214  -0.142
H 3.877 -1.038 -2.874  0.055
H 0.272 4.174 2.309  0.097
C -3.864 -4.461 2.258  -0.641
C 4.288 1.609 1.039  -0.110
H 2.203 -1.526 -2.992  0.083
H 2.966 -0.743 -4.329  0.074
H 5.994 1.788 -0.748  0.090
C -3.055 -3.842 3.231  -0.108
C -1.983 -3.756 -3.559  -0.324
C 2.072 4.542 3.439  -0.030
H -3.753 -0.703 -5.192  0.116
S 1.079 4.285 -0.508  0.578
H -3.869 0.958 -0.670  0.095
C -3.804 -2.890 -6.863  -0.043
H 1.716 -1.958 1.691  0.089
H 0.819 1.951 -3.107  0.066
H 4.692 0.658 1.368  0.071
C -4.170 0.480 1.398  -0.006
H -0.654 -4.938 -2.319  0.059
C -5.440 -2.629 2.567  -0.025
O -1.286 1.689 -0.462  -0.240
Br -3.444 -6.244 1.563  0.653
H -4.020 -0.371 -2.035  0.067
C 4.275 5.075 4.660  -0.481
H -2.401 -5.396 -2.275  0.081
H -5.684 -4.242 1.137  0.106
H 5.142 5.193 2.120  0.129
H -2.754 -2.111 4.548  0.131
C -1.578 -5.034 -2.903  -0.102

The calculation puts the total energy at -6787.064140 Eh. The calculation puts the LUMO energy (alpha / beta) at -0.3 / -1.9 eV. Its spin multiplicity is 6. The calculation puts the energy above the lowest of the compared OMol25 structures with the same formula, charge and spin at 0.0 kJ/mol. The net charge is 0.

=====

This record from OMol25 describes the molecule C3H4N4O at a distorted geometry. The level of theory is the ωB97M-V functional and the def2-TZVPD basis.

Last column: Löwdin charge in e.
Atoms and positions in Å:
H 1.432 -2.050 0.315  0.144
N 2.494 -0.221 0.208  0.108
C -2.081 -0.548 0.097  -0.207
H -3.070 -1.047 0.063  0.113
H 2.475 0.776 -0.239  0.109
C -0.404 0.744 -0.098  -0.405
H -0.085 2.554 -0.147  0.092
C 1.493 -0.927 0.044  -0.188
N -0.974 -1.334 -0.148  0.032
O 0.398 1.779 -0.080  0.138
N 0.094 -0.482 -0.281  -0.049
N -1.772 0.755 0.265  0.112

The calculation puts the total energy at -410.926539 Eh. The calculation puts the LUMO energy at 0.6 eV. The calculation puts the energy above the lowest of the compared OMol25 structures with the same formula, charge and spin at 201.5 kJ/mol. The net charge is 0.

=====

This record from OMol25 describes a structure of composition C20H20ClIMnN11O5. The level of theory is the ωB97M-V functional and the def2-TZVPD basis.

Last column: Löwdin charge in e.
Atoms and positions in Å:
C 0.326 -2.635 0.901  -0.649
N -1.351 4.181 0.673  -0.086
N 0.791 -2.833 2.113  0.221
O -0.807 2.603 -3.041  -0.083
H 1.849 -3.746 -0.139  0.049
H -4.785 1.016 0.203  0.115
H -0.714 -0.724 -1.487  0.082
C 0.108 0.359 -5.720  -0.035
C 2.089 1.341 0.047  -0.456
C -2.452 0.357 -2.190  -0.153
H -0.854 1.907 4.827  0.076
H 0.539 -3.092 -1.158  0.040
C -0.267 0.820 -4.463  -0.196
H -6.106 1.664 -1.803  0.091
C -0.842 0.853 5.083  -0.493
O -0.827 0.485 2.801  -0.094
C -0.351 0.036 3.888  -0.683
H -0.719 4.081 -5.284  0.100
C -1.137 -0.137 -2.290  -0.046
C -3.217 0.756 -3.314  -0.042
N -0.316 -0.090 -3.400  0.082
H 1.517 -3.515 2.250  0.120
H -1.857 0.536 5.312  0.079
H 0.388 -0.807 -3.441  0.137
Cl 0.126 0.647 6.568  0.534
C 0.195 1.211 -6.812  -0.112
O -0.515 -1.753 0.624  -0.097
Mn -0.689 0.238 0.775  0.966
O 0.377 -0.942 4.054  -0.018
C -0.124 2.548 -6.655  -0.104
N -1.732 2.963 0.717  -0.019
N -0.641 2.174 0.518  -0.051
H -2.224 4.051 -3.470  0.099
I -0.221 -5.425 -0.130  0.774
C -1.322 3.915 -2.867  -0.056
N -0.016 4.273 0.445  0.036
C 0.785 -3.544 -0.207  -0.576
H 0.312 -0.699 -5.838  0.110
H -0.085 3.225 -7.498  0.095
O -2.431 0.076 0.200  -0.180
N 1.298 0.296 0.291  -0.026
N 1.679 2.644 0.133  0.156
C -3.065 0.450 -0.902  -0.328
C -4.509 1.211 -3.180  -0.109
H 0.612 -2.122 2.852  0.078
C -0.534 2.192 -4.297  -0.237
H -5.073 1.495 -4.060  0.092
H -2.782 0.676 -4.302  0.107
N 2.087 -0.787 0.038  -0.056
C -4.368 0.934 -0.792  -0.021
C -5.091 1.302 -1.912  -0.102
H -1.567 4.008 -1.815  0.062
H -0.578 4.669 -3.134  0.094
N 3.250 -0.377 -0.304  -0.081
N 3.304 0.971 -0.315  0.033
H 0.490 0.822 -7.777  0.094
C 0.380 3.021 0.362  -0.455
H 2.367 3.369 0.034  0.142
C -0.491 3.032 -5.404  -0.020

The calculation puts the total energy at -3661.690883 Eh. The calculation puts the LUMO energy (alpha / beta) at 1.4 / 1.8 eV. Its spin multiplicity is 6. The calculation puts the energy above the lowest of the compared OMol25 structures with the same formula, charge and spin at 108.0 kJ/mol. The net charge is -1.

=====

This record from OMol25 describes a cluster of 2 separate species, C3H7O3 in total. The level of theory is the ωB97M-V functional and the def2-TZVPD basis.

Last column: Löwdin charge in e.
Atoms and positions in Å:
O 0.801 0.385 -0.009  -0.091
H 2.681 0.777 2.654  0.024
O 0.284 0.423 -2.203  -0.085
H -1.058 -1.127 1.159  0.059
H 1.550 0.063 1.974  -0.008
C -1.472 0.044 -0.647  -0.210
O 1.969 0.150 2.846  -0.099
H -1.557 -2.056 -0.247  0.065
H -1.996 -0.092 -1.596  0.086
C 0.028 0.276 -0.992  -0.751
C -1.726 -1.119 0.299  -0.135
H -1.878 0.972 -0.229  0.094
H -2.777 -1.140 0.597  0.051

The calculation puts the total energy at -344.302537 Eh. The calculation puts the LUMO energy at 4.2 eV. The calculation puts the energy above the lowest of the compared OMol25 structures with the same formula, charge and spin at 20.2 kJ/mol. The net charge is -1.